Entry 1:
A gas-phase ion, C5H9N2 (charge +1), computed with ωB97M-V with the def2-TZVPD basis set.

Cartesian coordinates (Å):
C (1.21754, 1.15223, 0.32528)
C (1.48355, -1.12916, 0.22480)
C (0.38923, -0.06084, 0.49105)
C (-1.91906, 0.65794, -0.20294)
C (-0.88871, -0.36039, -0.49687)
N (2.62047, -0.35731, -0.35920)
N (2.41258, 0.87217, -0.23090)
H (0.71428, 2.11914, 0.26162)
H (1.62335, -1.49866, 1.23732)
H (1.09117, -1.94333, -0.45866)
H (-0.10433, -0.22836, 1.37836)
H (-2.47304, 0.52536, 0.74365)
H (-2.70215, 0.35620, -1.00154)
H (-1.48122, 1.65797, -0.28826)
H (-0.71553, -0.54055, -1.52122)
H (-1.26814, -1.22243, -0.10250)

Forces on atoms 1 to 6 (eV/Å):
-1.3964 0.6724 -1.4617
-1.7975 -1.6942 -0.2630
1.2883 -1.1426 -3.8169
-2.2652 -0.1064 -1.5751
1.8325 2.2088 1.9736
-1.2826 2.7011 1.2446

* total charge: +1
* frontier orbital gap (alpha / beta): 9.7427 / 6.9520 eV
* total energy: -304.96041 Ha
* highest occupied orbital energy (alpha / beta): -14.7 / -15.8 eV
* 2S+1: 3


Entry 2:
A molecular structure, H3PS2, computed with ωB97M-V with the def2-TZVPD basis set.

Cartesian coordinates (Å):
P (-0.07077, -0.59944, 0.11891)
S (0.05601, -0.69725, 2.05927)
S (-0.81081, 1.15878, -0.66456)
H (1.53858, -0.43176, -0.75877)
H (-0.56961, -1.59538, -0.61151)
H (-0.14338, 2.16505, -0.14335)

Forces on the atoms, in the same order (eV/Å):
5.4899 2.4129 1.0468
-0.2658 -0.3538 -0.9134
-2.0854 -0.1741 -1.5564
-2.8821 -0.7312 1.7003
-1.1343 -1.0356 -1.0655
0.8777 -0.1183 0.7882

* total charge: 0
* frontier orbital gap: 9.1142 eV
* total energy: -1139.46956 Ha
* highest occupied orbital energy: -9.1 eV


Entry 3:
11 unconnected molecules or ions with the total composition H22O11, computed with ωB97M-V with the def2-TZVPD basis set.

Cartesian coordinates (Å):
H (0.88432, 1.13659, -0.14053)
H (0.04444, -0.08556, -0.47366)
H (3.68915, -1.77425, -1.27585)
H (3.16151, -0.61253, -2.10171)
H (4.73029, 2.89651, 0.94744)
H (3.53152, 3.63093, 1.52503)
H (-2.40331, 3.66083, 1.40469)
H (-3.86056, 3.32758, 1.67929)
H (1.20346, 1.34545, -3.41645)
H (2.52219, 2.09674, -3.49751)
H (-0.52193, -3.42250, 2.36327)
H (0.22897, -2.53646, 1.38289)
H (-2.92721, -0.57808, -0.08811)
H (-4.30663, -0.96432, -0.59611)
H (-5.12465, 0.65455, -1.84294)
H (-3.68324, 0.34272, -2.21052)
H (-2.36737, -2.97473, -0.71738)
H (-2.36365, -3.01637, -2.23668)
H (4.44246, -0.66627, 0.08921)
H (5.05914, -1.42275, 1.25432)
H (-0.18693, -0.75143, 3.58844)
H (-1.48770, -0.03794, 3.91854)
O (0.30670, 0.47863, 0.26248)
O (3.40887, -0.85500, -1.20226)
O (3.76695, 2.87745, 0.97202)
O (-2.99000, 3.32755, 2.09295)
O (2.05084, 1.44385, -2.96783)
O (0.03513, -3.46031, 1.57762)
O (-3.64338, -0.26732, -0.65337)
O (-4.26205, 1.06976, -1.95482)
O (-2.81856, -2.61333, -1.48861)
O (5.02485, -1.40722, 0.29121)
O (-1.14361, -0.84274, 3.51494)

Forces on atoms 1 to 6 (eV/Å):
0.1377 -0.0638 0.0327
0.0722 0.0693 0.0594
0.1099 0.0534 0.2594
-0.1819 0.4224 0.0654
-0.0783 -0.0662 -0.0464
-0.0359 -0.0832 -0.0454

* SMILES string: O.O.O.O.O.O.O.O.O.O.O
* total charge: 0
* frontier orbital gap: 9.0851 eV
* total energy: -840.71849 Ha
* highest occupied orbital energy: -9.0 eV


Entry 4:
A molecular structure, C31H85AgF6N6O15S2, computed with ωB97M-V with the def2-TZVPD basis set.

Cartesian coordinates (Å):
Ag (-18.52942, -16.99365, -21.00504)
C (-18.93876, -17.95879, -16.76477)
F (-19.63497, -19.03065, -17.16775)
F (-19.70064, -16.86046, -16.98119)
F (-18.66526, -18.11492, -15.46626)
S (-17.28119, -17.58321, -17.69356)
O (-17.09469, -16.16901, -17.52879)
O (-16.27168, -18.31732, -16.98886)
N (-17.58358, -18.05977, -19.38260)
S (-17.10287, -19.55500, -19.51279)
O (-17.36005, -20.45550, -18.37935)
O (-17.52157, -20.16454, -20.78731)
C (-15.11006, -19.44592, -19.68704)
F (-14.77413, -18.21392, -20.06618)
F (-14.61754, -19.65811, -18.44554)
F (-14.60719, -20.35569, -20.50252)
C (-13.68594, -23.30721, -18.23571)
C (-13.22127, -24.20824, -17.07457)
C (-13.10607, -25.71204, -17.53683)
O (-11.98437, -23.80635, -16.54769)
H (-13.86502, -22.30392, -17.84913)
H (-14.66811, -23.64023, -18.57117)
H (-13.03155, -23.34043, -19.10678)
H (-13.97043, -24.02362, -16.30465)
H (-12.64553, -26.38096, -16.80982)
H (-12.70329, -25.78612, -18.54697)
H (-14.14346, -26.03729, -17.61518)
H (-12.18232, -22.99629, -16.07206)
C (-20.23061, -20.25814, -12.56430)
C (-21.28219, -19.59616, -13.48941)
C (-22.58953, -20.35059, -13.51782)
O (-21.58248, -18.31003, -12.97548)
H (-20.58455, -20.36152, -11.53856)
H (-19.30438, -19.68394, -12.54254)
H (-19.92833, -21.26596, -12.84899)
H (-20.87105, -19.51967, -14.49599)
H (-22.98031, -20.54374, -12.51878)
H (-22.32691, -21.22536, -14.11272)
H (-23.32340, -19.75356, -14.05920)
H (-21.65864, -18.45039, -12.02886)
C (-15.86839, -19.31711, -13.16248)
C (-15.13540, -20.26288, -14.08382)
C (-16.02269, -21.22413, -14.77304)
O (-14.38871, -19.44246, -15.02631)
H (-16.72137, -18.88114, -13.68254)
H (-15.18612, -18.51607, -12.87798)
H (-16.26821, -19.79494, -12.26809)
H (-14.43599, -20.79989, -13.44307)
H (-15.48456, -21.98828, -15.33393)
H (-16.73696, -20.73882, -15.43818)
H (-16.72643, -21.70190, -14.09144)
H (-14.94837, -18.84443, -15.52706)
O (-18.37552, -18.42017, -22.80637)
H (-18.91419, -18.26636, -23.58252)
H (-17.65306, -18.96437, -23.11966)
O (-18.50822, -15.01877, -19.87160)
H (-18.98166, -14.79880, -19.06929)
H (-18.17087, -14.18094, -20.18856)
O (-16.52897, -16.11679, -21.95444)
H (-16.61117, -15.83949, -22.86690)
H (-15.59064, -16.06684, -21.77204)
C (-18.60706, -24.41539, -13.60765)
C (-20.01084, -24.32506, -14.36639)
C (-19.79507, -23.57867, -15.75169)
O (-18.96230, -24.31614, -16.59277)
C (-18.71676, -23.63750, -17.83338)
N (-20.38324, -25.67069, -14.71522)
H (-18.36275, -23.41617, -13.24714)
H (-17.76334, -24.62037, -14.26661)
H (-18.67111, -25.16965, -12.82338)
H (-20.77837, -23.79232, -13.80498)
H (-19.31980, -22.61026, -15.59551)
H (-20.80635, -23.39625, -16.11520)
H (-18.37366, -22.61113, -17.70325)
H (-19.45789, -23.54351, -18.62710)
H (-17.87069, -24.16778, -18.27049)
H (-20.19654, -26.32611, -13.96978)
H (-19.69071, -26.01901, -15.36266)
C (-21.13218, -14.27721, -12.88492)
C (-20.24700, -14.94509, -14.01195)
C (-18.94083, -15.67812, -13.48260)
O (-18.16080, -14.83959, -12.64875)
C (-17.62154, -13.55822, -13.21893)
N (-20.99162, -15.92118, -14.66845)
H (-20.64671, -13.39930, -12.45866)
H (-21.32575, -14.99144, -12.08461)
H (-22.11400, -14.01166, -13.27686)
H (-20.09113, -14.18576, -14.77826)
H (-18.32757, -15.93334, -14.34682)
H (-19.19695, -16.59673, -12.95471)
H (-17.16746, -12.92760, -12.45458)
H (-18.34086, -12.97696, -13.79583)
H (-16.79957, -13.75030, -13.90855)
H (-21.01380, -16.77801, -14.13417)
H (-20.37839, -16.16339, -15.43356)
C (-18.44851, -23.22963, -23.96040)
C (-18.36774, -23.37240, -22.41129)
C (-16.90533, -23.26699, -21.77477)
O (-16.06974, -24.42235, -21.80892)
C (-16.19488, -25.40375, -20.71305)
N (-19.22992, -22.31572, -21.96549)
H (-17.92901, -22.36231, -24.36780)
H (-19.47844, -23.20610, -24.31647)
H (-18.14691, -24.17973, -24.40135)
H (-18.76647, -24.33914, -22.10385)
H (-16.98480, -22.97896, -20.72652)
H (-16.30878, -22.52738, -22.30882)
H (-15.81759, -25.06514, -19.74812)
H (-15.52317, -26.22368, -20.96721)
H (-17.16750, -25.88922, -20.63287)
H (-18.90837, -21.36417, -22.07159)
H (-19.33389, -22.34258, -20.96122)
C (-14.36327, -18.40126, -24.34735)
C (-15.38862, -19.49388, -24.73584)
C (-14.65443, -20.88077, -25.16237)
O (-15.62289, -21.88345, -25.46987)
C (-15.17386, -23.25588, -25.34529)
N (-16.16978, -19.78179, -23.58611)
H (-13.71019, -18.78813, -23.56510)
H (-14.83608, -17.50123, -23.95429)
H (-13.62246, -18.11711, -25.09472)
H (-16.09761, -19.09392, -25.46074)
H (-14.04755, -21.14693, -24.29695)
H (-13.87321, -20.69720, -25.90000)
H (-16.02469, -23.83874, -25.69809)
H (-15.12980, -23.45891, -24.27527)
H (-14.30302, -23.62627, -25.88617)
H (-16.76549, -20.55028, -23.85931)
H (-15.56128, -20.21757, -22.90794)
C (-14.22909, -15.25139, -16.09965)
C (-13.58360, -15.07396, -17.49672)
C (-12.60575, -16.23061, -17.84530)
O (-11.58242, -15.77894, -18.71473)
C (-10.59301, -16.78537, -18.92253)
N (-14.59391, -14.80961, -18.55194)
H (-15.09995, -14.63203, -15.88495)
H (-13.41001, -15.05107, -15.40894)
H (-14.58828, -16.27548, -15.99801)
H (-13.03942, -14.13268, -17.41952)
H (-13.13128, -17.10262, -18.23456)
H (-12.16341, -16.69691, -16.96496)
H (-10.85164, -17.65491, -19.52677)
H (-10.23036, -17.14326, -17.95894)
H (-9.73580, -16.37150, -19.45358)
H (-15.25898, -15.55955, -18.42803)
H (-15.07109, -13.96127, -18.28230)

Forces on atoms 1 to 6 (eV/Å):
-0.3979 -0.2085 -0.8696
0.5102 -1.1082 -1.3730
0.6863 1.0148 0.1913
-0.0995 -0.2126 0.3410
-0.2858 0.5186 -0.2746
0.3566 -0.3645 -0.5879

* total charge: +1
* frontier orbital gap (alpha / beta): 7.3048 / 2.2016 eV
* total energy: -4231.23602 Ha
* highest occupied orbital energy (alpha / beta): -10.0 / -10.0 eV
* 2S+1: 2


Entry 5:
A molecular structure, C33H33N5O4PPt, computed with ωB97M-V with the def2-TZVPD basis set.

Cartesian coordinates (Å):
Pt (-0.13751, -0.30176, -0.25459)
O (1.27222, 2.44906, 4.41905)
C (0.00775, 2.35465, 4.64372)
C (-0.47061, 2.92747, 5.86350)
C (-1.80117, 2.88802, 6.16240)
C (-2.69702, 2.27950, 5.26680)
C (-2.23873, 1.70714, 4.06204)
C (-0.90738, 1.72258, 3.72780)
C (-0.48079, 1.08305, 2.45815)
O (-1.32842, 0.62602, 1.67183)
N (0.86205, 1.08199, 2.20287)
N (1.24165, 0.48388, 1.11189)
C (2.47597, 0.64899, 0.60488)
C (2.85952, -0.16276, -0.49867)
C (4.20456, -0.31064, -0.86641)
C (4.52427, -1.11868, -1.93982)
C (3.49695, -1.74790, -2.63249)
C (2.17916, -1.54155, -2.23005)
N (1.86438, -0.77763, -1.19730)
H (1.49742, 1.99092, 3.56100)
H (0.25754, 3.37719, 6.52722)
H (-2.16559, 3.31922, 7.08482)
H (-3.75241, 2.24469, 5.50435)
H (-2.93236, 1.23411, 3.38031)
H (3.15922, 1.39199, 1.00456)
H (4.97223, 0.19400, -0.29401)
H (5.55384, -1.25687, -2.24030)
H (3.70628, -2.38339, -3.48150)
H (1.35830, -1.99952, -2.76760)
O (-3.72280, -5.27859, 2.85206)
C (-2.57455, -4.85929, 3.53708)
C (-1.78622, -3.94801, 2.64591)
C (-0.68717, -3.23464, 3.11905)
C (-0.02865, -2.37697, 2.26005)
N (-0.38570, -2.21983, 0.98633)
C (-1.40296, -2.94699, 0.50140)
C (-2.13276, -3.80620, 1.30672)
C (-1.66753, -2.79925, -0.94495)
C (-2.22263, -3.82850, -1.68679)
C (-2.40817, -3.67430, -3.05677)
C (-3.00314, -4.78448, -3.86632)
O (-3.18085, -5.90219, -3.03943)
C (-2.02115, -2.46852, -3.63819)
C (-1.46453, -1.49209, -2.84038)
N (-1.28760, -1.64526, -1.52328)
H (-4.28546, -5.80726, 3.42349)
H (-1.93173, -5.70683, 3.81247)
H (-2.81660, -4.33315, 4.46816)
H (-0.33782, -3.34916, 4.13708)
H (0.83490, -1.81636, 2.59978)
H (-2.97728, -4.35905, 0.92096)
H (-2.48995, -4.76685, -1.22372)
H (-2.34658, -4.99696, -4.71872)
H (-3.95722, -4.43372, -4.28325)
H (-3.48602, -6.65623, -3.55049)
H (-2.14783, -2.28691, -4.69738)
H (-1.14973, -0.54644, -3.26302)
C (-0.76518, 2.35004, -2.62680)
P (-1.22860, 1.75643, -0.96629)
C (-3.01476, 1.47126, -1.06426)
C (-0.94575, 3.19759, 0.08672)
C (-1.96515, 3.71392, 0.88650)
C (-1.74186, 4.85920, 1.63578)
C (-0.50309, 5.48734, 1.60278)
C (0.51987, 4.96553, 0.82054)
C (0.30522, 3.81773, 0.07376)
H (0.31257, 2.48345, -2.70386)
H (-1.25274, 3.30966, -2.80372)
H (-1.08946, 1.64406, -3.39056)
H (-3.52207, 2.40967, -1.29044)
H (-3.39113, 1.05556, -0.13123)
H (-3.20619, 0.76098, -1.86823)
H (-2.93854, 3.23971, 0.90810)
H (-2.54411, 5.27510, 2.23224)
H (-0.33686, 6.38384, 2.18504)
H (1.47701, 5.46860, 0.77955)
H (1.10991, 3.41478, -0.53249)

Forces on atoms 1 to 6 (eV/Å):
-0.3911 -0.1605 0.0644
0.1558 -0.0704 0.0018
-0.1712 -0.0053 -0.0971
-0.0216 0.1049 0.1913
-0.0802 -0.0023 0.0294
0.0019 0.1781 0.2738

* total charge: +3
* frontier orbital gap (alpha / beta): 5.6315 / 5.2851 eV
* total energy: -2311.75423 Ha
* highest occupied orbital energy (alpha / beta): -14.6 / -16.7 eV
* 2S+1: 5


no.,largest force on an atom (eV Å⁻¹)
1,4.19
2,6.09
3,5.61
4,5.87
5,3.29